{"formula": "C28H26AgN2O4PS", "method": "wB97M-V/def2-TZVPD", "lumo_ev": 4.6, "max_force_ev_per_a": 1.4, "orbital_gap_ev": 5.484, "homo_ev": -0.85, "charge": -2, "relative_energy_ev": 0.590, "elements": ["C", "H", "C", "H", "C", "H", "C", "Ag", "H", "C", "H", "H", "S", "H", "H", "C", "H", "C", "C", "H", "H", "C", "C", "C", "H", "C", "C", "H", "C", "H", "O", "C", "H", "H", "H", "N", "H", "N", "H", "C", "C", "C", "H", "C", "H", "C", "O", "H", "C", "C", "C", "C", "P", "C", "H", "H", "O", "H", "C", "C", "O", "H", "C"], "xyz": [[3.83733, -1.93003, -3.65527], [0.31002, -1.52332, -5.00619], [3.76512, -1.81074, -5.18542], [4.41636, -2.54810, -5.66873], [-2.24785, -1.68833, 3.86792], [0.25024, 1.70617, 4.55960], [-1.98774, 4.09371, 5.45470], [0.83278, 0.53944, -0.16987], [2.11653, -3.07750, -5.82289], [-2.67199, 4.18321, 4.25336], [-2.25196, 4.72865, 6.29246], [2.83745, -3.86291, -3.60150], [1.69357, 1.54246, -2.33310], [2.28501, -4.21684, 1.29919], [-4.33806, 0.44784, -1.14117], [2.31647, -2.01248, -5.66528], [-3.11096, -1.83789, 4.50895], [1.82786, -2.12826, 0.97475], [0.65190, -1.97207, -2.38986], [2.15225, -1.49576, -6.61277], [-2.65039, 0.41254, 3.60736], [0.58665, -3.60889, 2.42553], [-2.69381, 3.39854, -0.97550], [-1.99194, -0.40546, 3.34479], [-0.38970, 3.11401, 6.50084], [-0.28673, -2.54582, 2.74100], [-0.93598, 3.18699, 5.56647], [4.82354, -2.25968, -3.31929], [-0.58195, 2.40019, 4.48649], [-2.64798, -0.13982, 0.56223], [2.41781, 0.28491, -1.90746], [-0.04130, -1.26230, 2.16236], [0.42006, -4.58469, 2.87268], [-3.49597, 4.88330, 4.15984], [1.55964, -0.43837, -4.38804], [-0.09805, -1.83387, -1.51970], [4.10726, -0.81748, -5.48256], [1.41165, -2.34165, -3.43404], [-0.99175, 3.78777, 0.27859], [-0.90649, -0.18505, 2.52576], [-1.74890, 3.07046, -0.01719], [2.75554, -2.87236, -3.13552], [2.84899, -2.99327, -2.05811], [1.61685, -3.39578, 1.54843], [2.66249, -2.00513, 0.28851], [-3.64172, 2.46270, -1.36639], [2.08029, 1.88795, -3.71157], [-4.37402, 2.71601, -2.12457], [-1.28443, 2.45029, 3.27230], [1.04054, -1.02637, 1.25630], [-3.61722, 1.18951, -0.81653], [1.33459, -1.47814, -4.63180], [-0.48944, 1.48088, 1.87056], [-2.32208, 3.37777, 3.17367], [3.61850, -0.96078, -3.20244], [-2.88273, 3.44920, 2.24991], [0.22047, 1.26213, -2.25370], [-1.61977, -3.72341, 3.96981], [-1.74871, 1.80746, 0.57532], [-2.67422, 0.86001, 0.14735], [2.02647, 2.60238, -1.35805], [-2.68624, 4.38764, -1.41828], [-1.41414, -2.73159, 3.57576]]}

---

{"formula": "C19H14N2O", "method": "wB97M-V/def2-TZVPD", "lumo_ev": -0.7, "max_force_ev_per_a": 4.7, "orbital_gap_ev": 8.181, "homo_ev": -8.84, "smiles": "O=C1/C(=C\\c2cccnc2)[C@@H](c2ccccc2)n2cccc21", "relative_energy_ev": 1.081, "elements": ["C", "C", "C", "H", "C", "H", "N", "C", "C", "C", "C", "H", "C", "C", "H", "N", "C", "C", "C", "H", "C", "C", "C", "C", "H", "H", "H", "C", "H", "H", "C", "O", "H", "H", "H", "H"], "xyz": [[4.17362, 1.45624, 1.27692], [2.85095, 1.70430, 1.60457], [0.77203, -2.91750, 1.01538], [4.82012, 0.93778, 2.13481], [-1.79646, -3.55099, 1.83802], [2.68902, 1.74186, 2.63778], [0.37304, -4.20566, 1.07259], [-0.46599, 3.99100, -0.28372], [-1.30742, 0.54446, -0.01168], [-0.89065, -4.49571, 1.35986], [-0.03024, -1.92187, 1.49855], [1.60179, 2.51111, -1.52386], [4.58407, 1.51900, -0.09682], [-1.33893, -2.18157, 1.87815], [4.02984, 1.88812, -2.06813], [-0.37810, 2.63761, -0.00560], [-2.26129, 2.82682, -0.98584], [1.89725, 2.06645, 0.56814], [-1.53818, 4.12340, -1.04293], [-3.27143, 2.64048, -1.23249], [2.28257, 2.24442, -0.74150], [0.38490, -0.49936, 1.70813], [-0.22202, 0.56002, 0.98498], [-1.40605, 1.89699, -0.56290], [0.25825, 4.81651, -0.09326], [0.39000, 2.33582, 2.06088], [5.64662, 1.29903, -0.35893], [3.65008, 1.98440, -1.05917], [-2.01412, -1.42877, 2.22158], [-1.25613, -5.51010, 1.14174], [0.39901, 2.00072, 0.97032], [-1.89881, -0.30714, -0.65823], [1.75983, -2.47807, 0.89632], [-2.80305, -3.72209, 2.17635], [-1.93468, 4.94212, -1.66478], [1.30096, -0.39944, 2.39514]]}

---

{"formula": "C21H26BrNO4PtSe2", "method": "wB97M-V/def2-TZVPD", "lumo_ev": [4.4, 4.4], "max_force_ev_per_a": 2.5, "orbital_gap_ev": [4.865, 4.811], "homo_ev": [-0.49, -0.44], "charge": -2, "relative_energy_ev": 2.364, "elements": ["H", "H", "O", "H", "H", "C", "H", "O", "C", "H", "C", "H", "H", "H", "H", "H", "C", "H", "H", "H", "C", "C", "C", "H", "H", "H", "H", "C", "C", "C", "C", "H", "N", "C", "O", "C", "C", "Br", "H", "C", "O", "C", "Pt", "C", "Se", "C", "H", "Se", "H", "H", "C", "H", "C", "C", "H", "H"], "xyz": [[0.59910, 3.28195, 0.64263], [2.45173, 2.73098, -3.53541], [1.24718, 1.35198, -3.06687], [-2.06577, -1.27527, -1.91620], [0.33910, 4.76597, -1.37090], [3.27782, -5.60750, -0.39997], [-2.67698, 0.38487, -1.93408], [2.89693, 3.56168, -3.29383], [0.59763, -2.22523, -0.64719], [0.30088, 1.52636, -3.17317], [1.63869, -4.20788, 0.63821], [2.63507, -5.81327, 1.64139], [3.71637, 3.11627, -1.44614], [0.41166, 3.85792, -2.89753], [3.69336, -5.17529, -2.46142], [2.05018, -3.31188, -2.56512], [1.46803, -3.48342, -0.53386], [-3.79916, -0.95713, -1.58597], [-3.64299, -2.03813, 0.64633], [2.19589, 4.04955, 0.51635], [2.52743, -5.26605, 0.71395], [1.51422, 1.51806, -1.69122], [3.10953, -4.90941, -1.58914], [-3.17886, 1.48559, 0.00666], [-4.30806, 0.25038, 0.64884], [-1.98937, -2.47377, 0.15025], [2.48171, 1.04705, -1.49159], [-1.67724, 1.24174, 4.52073], [-3.24792, 0.56993, 0.60659], [2.84061, 3.62093, -1.88485], [-3.55367, 0.87646, 3.08559], [0.23127, 1.36679, 3.56937], [-2.43081, -0.44661, -0.04706], [-3.04039, 1.06855, 4.35801], [-0.05672, -2.08905, -1.67941], [1.61479, 3.16496, 0.24708], [-2.58587, -1.71109, 0.64344], [0.61277, -3.79573, 2.18878], [2.89875, 4.68277, -1.61565], [-2.71215, 0.84262, 1.98692], [0.69611, -1.47032, 0.34559], [-2.76713, -0.58546, -1.44892], [-0.18798, 0.65562, 0.46664], [1.57105, 2.99988, -1.27342], [-1.35736, 2.92083, -1.37750], [-0.83245, 1.22540, 3.42059], [-1.26803, 1.38436, 5.51510], [2.36116, 1.64660, 1.25883], [3.98430, -6.42507, -0.33935], [-4.62228, 0.74294, 2.94840], [-1.32465, 1.01169, 2.13341], [-2.24671, -1.61101, 1.67386], [0.36295, 3.76423, -1.80838], [2.20679, -3.86672, -1.65077], [-3.70065, 1.05594, 5.21923], [0.74019, 0.97444, -1.06783]]}

---

{"formula": "C39H81BCl16FN3O4P", "method": "wB97M-V/def2-TZVPD", "lumo_ev": -2.1, "max_force_ev_per_a": 10.0, "orbital_gap_ev": 7.828, "homo_ev": -9.93, "charge": 1, "elements": ["H", "C", "H", "C", "H", "H", "H", "C", "C", "H", "Cl", "H", "H", "H", "Cl", "H", "H", "H", "C", "H", "C", "H", "H", "H", "Cl", "H", "C", "H", "H", "H", "H", "C", "C", "H", "H", "H", "Cl", "H", "H", "C", "Cl", "H", "Cl", "H", "H", "H", "H", "H", "C", "O", "H", "Cl", "H", "H", "H", "H", "H", "H", "H", "O", "H", "Cl", "H", "H", "H", "H", "C", "C", "C", "C", "F", "H", "H", "Cl", "H", "H", "Cl", "C", "C", "C", "H", "H", "C", "C", "H", "H", "H", "H", "N", "C", "N", "C", "H", "H", "C", "C", "H", "C", "Cl", "H", "Cl", "H", "C", "H", "C", "H", "C", "C", "C", "H", "Cl", "C", "Cl", "H", "H", "C", "H", "B", "H", "C", "C", "H", "H", "H", "H", "P", "H", "N", "O", "C", "Cl", "C", "H", "H", "H", "O", "C", "H", "H", "Cl", "C", "H", "C", "H", "H", "H"], "xyz": [[7.21987, 6.99794, -0.49073], [-4.13632, -0.45184, 2.99927], [-10.51492, -6.84276, 0.30932], [1.11063, -2.20099, -4.48394], [0.79762, 2.03645, 7.06104], [3.47938, 1.07856, -2.30590], [1.66024, 0.68616, 7.80822], [-10.96413, -4.80027, -0.17777], [-3.81595, 1.58041, 1.38166], [4.79027, 6.08190, -0.31241], [-12.85318, -6.75164, 0.18395], [4.53622, 7.50169, -2.28089], [-6.55853, -9.80756, -0.49427], [1.86424, 1.29585, -5.05718], [-1.26717, 5.58449, 0.37550], [6.90788, 1.26377, -3.77332], [-2.46840, -3.78414, -1.47968], [1.13803, -1.23632, 1.11230], [-3.36875, -1.62862, 3.78190], [-2.09926, 0.44592, 2.33887], [4.75922, 1.78751, -3.97933], [-3.12273, 2.43783, -1.43702], [1.69782, -7.58835, -4.39933], [8.90666, 6.32578, 1.29057], [-1.44643, 3.83483, 3.31938], [-1.81938, 6.58503, 2.44070], [2.26454, 0.77060, -4.13186], [-2.14234, -5.46713, 2.35797], [-5.01673, -0.10116, 3.64345], [5.80510, -0.15508, -3.33352], [0.38198, -3.01353, -4.85075], [-2.10607, 0.48340, -1.08265], [-6.46260, -8.76574, -0.18118], [-1.71819, 2.40533, 1.45735], [-2.16363, -3.35032, 2.89310], [6.90943, 3.49864, 6.01246], [-8.02705, -8.29483, 0.52965], [2.43696, -6.11123, -5.02975], [4.74411, 1.43465, -5.06432], [1.78682, 1.65501, 7.32272], [3.73690, 4.69510, 4.53338], [-3.26825, -6.85121, 2.00080], [3.31809, 4.33107, -0.81853], [-3.00220, 0.16734, -1.70980], [5.06537, 2.90000, -3.93973], [1.89445, -6.64399, -2.04550], [-2.95257, -5.62662, 0.67277], [2.91074, -0.10120, -4.53552], [-0.67407, 0.01414, -1.65209], [-5.64777, -5.11465, 1.90714], [-4.04552, -1.93956, 4.66153], [7.77988, 5.35922, -2.09468], [-3.01756, 1.52257, 3.50207], [-2.96292, 3.52887, 0.71992], [-1.87315, -2.01360, -4.30212], [-4.61198, 2.28635, 1.78880], [1.83084, -0.47814, -2.65484], [-0.19599, 7.01616, 1.88860], [-4.27466, 0.86430, 0.60981], [0.59408, -1.39529, 0.30924], [0.05034, 5.56512, 3.83215], [3.00154, -4.63139, -2.59267], [0.57713, 4.65124, 2.41269], [0.46155, -2.89898, -1.78376], [-4.40836, -9.05250, 0.37861], [-2.49131, 2.09687, -4.97194], [8.58202, 5.63839, 0.50692], [8.12076, 6.42036, -0.70496], [-0.77653, -1.21201, -2.68255], [5.92666, 0.97530, -3.23468], [-0.90636, -4.02950, -0.13048], [-0.34777, 4.40393, -3.89803], [-1.34885, 2.69090, -1.08084], [0.23329, -5.76505, -4.25745], [8.90226, 7.11434, -1.02066], [-3.43637, -2.64578, 1.70272], [-11.91350, -3.84315, -1.34266], [3.31915, 1.67641, -3.28726], [6.13498, 1.35947, -1.68994], [2.53165, -6.32869, -2.87328], [3.44948, -6.91887, -2.84042], [-0.20767, -0.52102, -4.78964], [-2.61488, 2.42850, 0.72709], [0.61406, 1.16214, 0.67916], [9.41702, 4.97803, 0.26775], [-11.06862, -6.61925, -1.35479], [-4.57518, -0.84200, 2.01068], [-11.20808, -4.45053, 0.82658], [1.22756, 0.12839, -3.25827], [3.84565, 6.66584, -2.15098], [-2.29141, 2.04854, -3.95146], [-3.22892, -2.92002, 2.80223], [6.50202, 0.40083, -1.15633], [5.18475, 1.67800, -1.14267], [-3.10630, -5.74119, 1.80504], [5.34363, 3.92676, 4.60798], [0.92015, 1.72466, -1.97703], [-11.20987, -6.28817, -0.32478], [2.66137, 1.39630, 5.79215], [-2.06111, -2.22357, -0.47013], [-4.97194, -6.91415, 1.19594], [5.95828, 4.35089, 3.81159], [-0.28359, 5.12067, 2.89228], [0.15878, 1.07927, 1.73526], [-3.16663, 0.77283, 2.64519], [1.79268, -1.82887, -5.32951], [-0.60173, -2.73494, -2.20138], [0.21169, 1.00897, -2.54774], [-2.25272, 2.05091, -0.78174], [-0.84191, -3.47676, -3.04979], [3.49674, 6.02577, -3.77687], [-1.64601, -3.13321, -1.01293], [7.26966, 4.64806, 1.19425], [2.86055, 2.67972, -2.96029], [-9.91221, -4.57900, -0.36936], [5.99516, 4.09361, 5.96575], [2.71832, 3.57660, 7.70215], [0.17620, -0.12375, -0.26328], [-2.68315, 1.14161, -3.66192], [0.33397, -0.94768, -3.86363], [2.49723, 2.64405, 8.22468], [1.78922, -2.67492, -3.67962], [6.99007, 2.11849, -1.54231], [5.19591, 2.86567, 4.39567], [5.33969, 5.15516, -1.71427], [-0.55161, 2.16696, -3.82557], [1.76159, 1.14073, 0.71247], [-2.02353, -1.33088, -3.55153], [-0.27037, 3.74989, -3.15935], [1.84544, -6.52317, -4.21066], [6.46147, 5.78315, 6.28363], [-4.43324, -4.91763, 2.32988], [-2.83605, -1.56557, -2.96772], [0.33372, 2.15787, 0.18213], [5.33506, 3.76666, 6.77106], [-4.21249, -3.89539, 3.30036], [-5.32181, -8.62772, 0.80706], [-5.53329, -9.15010, 1.74168], [-2.22715, -0.06672, -0.06918], [4.02674, 1.99217, 8.86383], [4.46925, 5.62078, -1.24909], [-6.29830, -8.15702, -1.07196], [-0.89835, 6.18908, 2.00980], [-2.36984, -1.32355, 4.24314], [2.91567, 7.05468, -1.73276], [1.86791, 2.87710, 9.08590]]}

---

{"formula": "C12H24ClIMgO8", "method": "wB97M-V/def2-TZVPD", "lumo_ev": 0.5, "max_force_ev_per_a": 1.6, "orbital_gap_ev": 7.827, "homo_ev": -7.35, "relative_energy_ev": 0.259, "elements": ["H", "H", "O", "H", "H", "C", "Mg", "O", "H", "H", "I", "H", "H", "C", "H", "O", "Cl", "C", "H", "C", "C", "H", "H", "O", "H", "H", "H", "C", "C", "H", "C", "C", "C", "H", "H", "H", "O", "H", "C", "O", "H", "C", "O", "O", "H", "H", "H"], "xyz": [[1.24694, -10.80830, 5.80917], [-2.13898, -14.72241, 4.61262], [2.41399, -18.37781, 9.69053], [2.13023, -20.29907, 10.51402], [-0.47594, -14.15033, 4.75398], [-1.17831, -14.67017, 4.09858], [1.53101, -15.56790, 7.25444], [0.33867, -17.79564, 4.11655], [1.29680, -18.70126, 5.79949], [1.55610, -19.44061, 4.22652], [-1.09542, -14.97404, 8.41952], [4.57387, -13.77304, 9.48426], [-0.44506, -19.09445, 7.27453], [2.19244, -12.68123, 6.21515], [-1.37857, -18.49431, 8.72594], [0.58038, -16.11410, 5.56299], [3.75241, -16.12991, 6.38305], [0.07284, -16.61433, 4.59552], [-1.22348, -14.07807, 3.18801], [1.52503, -11.40955, 6.67790], [3.42154, -12.62495, 5.34523], [1.94068, -18.86851, 11.63541], [4.73357, -14.89477, 10.90028], [0.48961, -19.26106, 9.12624], [4.28164, -13.10171, 5.80715], [3.55694, -11.58190, 5.05841], [2.65594, -16.10461, 11.72228], [-0.69243, -19.23706, 8.32623], [4.09898, -14.18223, 10.37215], [1.65040, -14.60893, 11.90308], [2.45373, -19.29281, 10.77900], [2.77845, -14.84404, 10.06772], [1.38105, -18.31870, 8.86639], [3.51451, -19.45260, 10.98328], [3.20657, -13.17620, 4.42802], [2.21029, -10.79607, 7.26860], [1.28249, -17.46774, 8.03685], [1.14937, -15.94301, 10.80825], [1.98822, -15.39141, 11.23074], [2.37344, -14.92542, 8.93784], [0.65039, -11.64176, 7.27898], [1.42477, -18.49382, 4.73790], [1.64981, -13.72713, 6.47730], [-0.81828, -16.01747, 3.81092], [2.31104, -17.86418, 4.65367], [3.98711, -13.33541, 11.05667], [-1.18746, -20.20827, 8.35357]]}

---

{"formula": "C3H5N3", "method": "wB97M-V/def2-TZVPD", "lumo_ev": 0.9, "max_force_ev_per_a": 1.1, "orbital_gap_ev": 9.667, "homo_ev": -8.75, "relative_energy_ev": 2.761, "elements": ["N", "H", "N", "C", "H", "C", "N", "H", "H", "H", "C"], "xyz": [[1.52061, -0.78658, -0.21522], [-2.39316, 0.46252, -0.23779], [-1.86403, -0.23908, 0.26164], [0.37222, 1.01361, -0.02035], [-0.02607, 1.98839, -0.29660], [1.72663, 0.50646, -0.40605], [0.21883, -1.27044, -0.00563], [-2.24993, -1.16660, 0.12432], [2.24635, -1.48585, -0.21229], [0.94691, 1.17582, 0.93514], [-0.49835, -0.19826, 0.07283]]}